Entry from the OMol25 dataset: C19H15N3O8 in the gas phase at a distorted geometry (the ωB97M-V functional and the def2-TZVPD basis).

Values from the calculation:
HOMO-LUMO gap ... 8.50 eV
Structure (SMILES) ... Cc1onc(-c2ccccc2)c1C(=O)OCCOc1ccc([N+](=O)[O-])cc1[N+](=O)[O-]
Calculated total energy ... -40790.069 eV

Last column: natural (NBO) charge in e.
Element x y z (Å)
C -4.27 -1.56 1.20  -0.68
C -3.46 -0.33 1.14  0.44
O -3.47 0.52 2.16  -0.26
N -2.63 1.56 1.91  -0.13
C -2.07 1.35 0.75  0.18
C -1.11 2.31 0.20  -0.10
C -1.46 3.65 0.08  -0.17
C -0.56 4.56 -0.42  -0.21
C 0.71 4.15 -0.80  -0.20
C 1.07 2.82 -0.66  -0.24
C 0.17 1.90 -0.16  -0.12
C -2.58 0.14 0.18  -0.33
C -2.36 -0.50 -1.11  0.81
O -3.07 -1.34 -1.60  -0.60
O -1.26 -0.03 -1.74  -0.51
C -0.92 -0.66 -2.96  -0.11
C -0.47 -2.12 -2.71  -0.10
O 0.00 -2.31 -1.39  -0.47
C 1.06 -1.65 -0.93  0.45
C 2.01 -1.00 -1.73  -0.33
C 3.11 -0.39 -1.17  -0.12
C 3.29 -0.41 0.21  -0.03
N 4.43 0.25 0.79  0.53
O 5.16 0.86 0.04  -0.38
O 4.59 0.15 1.99  -0.36
C 2.38 -1.06 1.03  -0.12
C 1.26 -1.65 0.46  -0.06
N 0.29 -2.25 1.36  0.53
O 0.72 -2.69 2.40  -0.36
O -0.87 -2.22 1.04  -0.36
H -3.60 -2.41 1.31  0.26
H -4.81 -1.69 0.27  0.26
H -4.95 -1.52 2.04  0.24
H -2.45 3.96 0.39  0.22
H -0.84 5.60 -0.52  0.22
H 1.42 4.87 -1.19  0.22
H 2.07 2.50 -0.94  0.21
H 0.45 0.87 -0.04  0.20
H -1.79 -0.67 -3.63  0.22
H -0.13 -0.04 -3.38  0.20
H -1.34 -2.78 -2.77  0.23
H 0.27 -2.42 -3.46  0.18
H 1.90 -0.99 -2.80  0.23
H 3.84 0.11 -1.78  0.26
H 2.52 -1.08 2.10  0.28

---

Entry from the OMol25 dataset: C19H16BrN5O2 in the gas phase at a distorted geometry (the ωB97M-V functional and the def2-TZVPD basis).

Values from the calculation:
HOMO-LUMO gap ... 8.77 eV
Structure (SMILES) ... O=C(CNC(=O)c1cccc(Br)c1)N/N=C/c1cn[nH]c1-c1ccccc1
Calculated total energy ... -101550.698 eV

Last column: natural (NBO) charge in e.
Element x y z (Å)
O -3.36 -3.82 -1.79  -0.59
C -3.02 -2.87 -1.13  0.66
C -3.98 -1.77 -0.71  -0.33
N -3.44 -0.44 -0.85  -0.60
C -3.44 0.43 0.19  0.66
O -4.02 0.22 1.23  -0.62
C -2.65 1.69 -0.03  -0.06
C -3.10 2.87 0.54  -0.18
C -2.33 4.02 0.46  -0.20
C -1.08 3.99 -0.15  -0.23
C -0.64 2.79 -0.69  -0.06
Br 1.10 2.71 -1.46  0.04
C -1.41 1.65 -0.66  -0.26
N -1.72 -2.74 -0.74  -0.44
N -1.25 -1.73 0.01  -0.24
C 0.01 -1.65 0.23  0.05
C 0.54 -0.56 1.00  -0.21
C -0.16 0.38 1.78  -0.01
N 0.64 1.31 2.24  -0.25
N 1.85 1.02 1.76  -0.32
C 1.87 -0.11 1.02  0.15
C 3.08 -0.62 0.40  0.00
C 3.96 0.25 -0.24  -0.22
C 5.11 -0.24 -0.83  -0.20
C 5.41 -1.59 -0.77  -0.20
C 4.55 -2.45 -0.12  -0.20
C 3.39 -1.98 0.47  -0.22
H -4.89 -1.89 -1.31  0.23
H -4.23 -1.89 0.35  0.27
H -2.96 -0.20 -1.70  0.40
H -4.05 2.88 1.05  0.23
H -2.68 4.94 0.89  0.22
H -0.46 4.87 -0.19  0.23
H -1.03 0.73 -1.07  0.23
H -1.08 -3.47 -1.06  0.38
H 0.71 -2.37 -0.19  0.17
H -1.21 0.37 2.03  0.23
H 2.64 1.61 1.99  0.41
H 3.72 1.30 -0.32  0.22
H 5.78 0.44 -1.34  0.22
H 6.31 -1.97 -1.23  0.22
H 4.78 -3.51 -0.06  0.22
H 2.73 -2.65 1.00  0.22

---

Entry from the OMol25 dataset: a molecular structure, C19H16BrN5PtS at a distorted geometry (the ωB97M-V functional and the def2-TZVPD basis).

Values from the calculation:
HOMO-LUMO gap ... 6.56 eV
Net charge ... +2
ΔE to the lowest compared entry with this formula, charge and spin ... 0.000 eV
Calculated total energy ... -111523.920 eV

Last column: natural (NBO) charge in e.
Element x y z (Å)
Pt -1.65 0.63 -0.95  0.76
C -0.34 4.68 -0.94  -0.70
C -0.43 3.20 -0.99  0.32
N -1.57 2.58 -0.99  -0.22
N -2.76 3.27 -0.95  -0.42
C -3.92 2.57 -0.90  0.31
N -5.05 3.25 -0.86  -0.72
S -3.92 0.87 -0.90  0.09
C 0.73 2.28 -1.07  0.13
C 2.03 2.73 -1.14  -0.17
C 3.06 1.80 -1.26  -0.11
C 2.74 0.46 -1.32  -0.20
C 1.41 0.08 -1.24  0.09
N 0.42 0.96 -1.11  -0.46
H -0.78 5.06 -0.01  0.26
H -0.86 5.13 -1.79  0.26
H 0.69 5.03 -0.98  0.27
H -2.73 4.28 -0.88  0.42
H -5.09 4.26 -0.92  0.43
H -5.93 2.75 -0.82  0.45
H 2.25 3.78 -1.11  0.25
H 4.09 2.14 -1.31  0.26
H 3.50 -0.30 -1.42  0.26
H 1.14 -0.96 -1.28  0.23
Br -1.18 -0.46 2.18  0.08
C 0.05 -1.90 2.40  -0.10
C 0.63 -2.02 3.63  -0.19
C 1.57 -3.04 3.88  -0.17
C 1.91 -3.90 2.88  -0.16
C 1.33 -3.78 1.60  -0.07
C 1.72 -4.69 0.58  -0.08
C 1.20 -4.63 -0.68  -0.22
C 0.24 -3.65 -0.97  -0.09
C -0.18 -2.76 0.00  -0.27
C 0.36 -2.78 1.33  0.03
H 0.36 -1.33 4.41  0.25
H 2.01 -3.12 4.86  0.25
H 2.64 -4.68 3.05  0.24
H 2.46 -5.44 0.83  0.24
H 1.50 -5.33 -1.45  0.25
H -0.20 -3.60 -1.96  0.24
N -2.21 -1.49 -0.95  -0.44
C -1.24 -1.92 -0.46  0.44

---

Entry from the OMol25 dataset: a molecular structure, C19H16Cl3N4O3Ru (the ωB97M-V functional and the def2-TZVPD basis).

Values from the calculation:
HOMO-LUMO gap (spin up / spin down) ... 6.97 / 6.50 eV
⟨S²⟩ ... 8.84
2S+1 ... 6
Net charge ... +2
ΔE to the lowest compared entry with this formula, charge and spin ... 4.589 eV
Calculated total energy ... -72192.434 eV

Last column: Mulliken charge in e.
Element x y z (Å)
Ru 1.47 -0.69 0.23  0.78
C -0.03 5.17 -0.02  -0.40
C -1.25 4.49 0.16  -0.81
C -1.28 3.12 0.13  -0.03
C -0.07 2.40 -0.08  0.32
C 1.16 3.11 -0.25  -0.28
C 1.16 4.47 -0.22  -0.77
N -0.01 1.06 -0.16  -0.17
N -1.23 0.35 0.01  0.10
C -0.77 -1.53 -0.93  0.23
C -1.85 -2.51 -1.30  0.46
C -1.52 -2.96 -2.69  -0.99
C -0.28 -2.85 -3.21  -0.75
C 0.81 -2.32 -2.42  -0.38
N 0.59 -1.70 -1.30  -0.07
H -0.02 6.25 0.01  0.42
H -2.16 5.05 0.32  0.41
H -2.20 2.58 0.28  0.51
H 2.07 2.55 -0.42  0.32
H 2.09 5.02 -0.35  0.42
H -2.04 -3.37 -0.66  0.43
H -2.30 -3.46 -3.27  0.47
H -0.05 -3.25 -4.18  0.48
H 1.84 -2.44 -2.75  0.53
O 0.82 -1.97 2.26  -0.56
C -0.52 -1.77 2.75  -0.54
C -1.39 -1.55 1.55  0.04
C -2.76 -1.66 1.44  -0.39
C -3.47 -1.41 0.28  -1.08
C -2.85 -1.31 -1.09  -0.06
C -1.63 -0.32 -1.27  -0.59
N -0.69 -0.97 0.46  0.72
H 1.43 -2.01 3.00  0.39
H -0.55 -0.90 3.41  0.30
H -0.85 -2.65 3.31  0.45
H -3.31 -1.94 2.33  0.51
H -4.55 -1.43 0.33  0.50
H -3.62 -1.19 -1.86  0.72
H -1.57 0.28 -2.17  0.50
Cl 5.57 -0.80 2.41  -0.07
C 5.05 0.52 1.35  0.92
Cl 4.95 2.04 2.22  -0.07
Cl 6.08 0.65 -0.05  -0.07
C 3.65 0.09 0.93  0.27
O 2.63 0.34 1.63  -0.53
O 3.44 -0.59 -0.14  -0.59

---

Number 3 is which compound?
C19H16BrN5PtS

---

Copy entry 3 word for word.
Entry from the OMol25 dataset: a molecular structure, C19H16BrN5PtS at a distorted geometry (the ωB97M-V functional and the def2-TZVPD basis).

Values from the calculation:
HOMO-LUMO gap ... 6.56 eV
Net charge ... +2
ΔE to the lowest compared entry with this formula, charge and spin ... 0.000 eV
Calculated total energy ... -111523.920 eV

Last column: natural (NBO) charge in e.
Element x y z (Å)
Pt -1.65 0.63 -0.95  0.76
C -0.34 4.68 -0.94  -0.70
C -0.43 3.20 -0.99  0.32
N -1.57 2.58 -0.99  -0.22
N -2.76 3.27 -0.95  -0.42
C -3.92 2.57 -0.90  0.31
N -5.05 3.25 -0.86  -0.72
S -3.92 0.87 -0.90  0.09
C 0.73 2.28 -1.07  0.13
C 2.03 2.73 -1.14  -0.17
C 3.06 1.80 -1.26  -0.11
C 2.74 0.46 -1.32  -0.20
C 1.41 0.08 -1.24  0.09
N 0.42 0.96 -1.11  -0.46
H -0.78 5.06 -0.01  0.26
H -0.86 5.13 -1.79  0.26
H 0.69 5.03 -0.98  0.27
H -2.73 4.28 -0.88  0.42
H -5.09 4.26 -0.92  0.43
H -5.93 2.75 -0.82  0.45
H 2.25 3.78 -1.11  0.25
H 4.09 2.14 -1.31  0.26
H 3.50 -0.30 -1.42  0.26
H 1.14 -0.96 -1.28  0.23
Br -1.18 -0.46 2.18  0.08
C 0.05 -1.90 2.40  -0.10
C 0.63 -2.02 3.63  -0.19
C 1.57 -3.04 3.88  -0.17
C 1.91 -3.90 2.88  -0.16
C 1.33 -3.78 1.60  -0.07
C 1.72 -4.69 0.58  -0.08
C 1.20 -4.63 -0.68  -0.22
C 0.24 -3.65 -0.97  -0.09
C -0.18 -2.76 0.00  -0.27
C 0.36 -2.78 1.33  0.03
H 0.36 -1.33 4.41  0.25
H 2.01 -3.12 4.86  0.25
H 2.64 -4.68 3.05  0.24
H 2.46 -5.44 0.83  0.24
H 1.50 -5.33 -1.45  0.25
H -0.20 -3.60 -1.96  0.24
N -2.21 -1.49 -0.95  -0.44
C -1.24 -1.92 -0.46  0.44